Here is a structure of composition C5H9NO from OMol25. Energies are from ωB97M-V/def2-TZVPD.

Structure (XYZ):
```
16
Properties=species:S:1:pos:R:3:forces:R:3
C -1.05003 -1.12792 0.57767 0.10 -0.04 0.22
C -0.21916 0.09457 -1.03151 0.11 0.01 -0.30
C -0.94275 1.35602 -0.66807 -0.09 0.00 -0.02
C 0.30927 1.61262 0.11499 0.01 0.08 0.26
C 0.61019 -0.27229 0.06127 -0.20 -0.38 -0.37
N 1.59686 -1.09794 -0.10003 -0.35 0.64 -0.23
O 2.24044 -1.55386 1.09293 -0.06 -0.05 0.12
H -2.06256 -0.72820 0.42286 0.58 0.15 0.00
H -0.81360 -1.16203 1.63692 0.07 -0.02 0.00
H -0.97544 -2.13000 0.14671 0.29 0.38 -0.01
H 0.16809 -0.06218 -2.04316 -0.49 -0.33 -0.25
H -1.13454 1.95121 -1.56088 0.16 0.23 0.26
H -1.84514 1.27512 -0.05993 0.11 -0.11 -0.25
H 0.27823 1.92658 1.15343 -0.10 -0.19 -0.04
H 1.04709 2.17788 -0.46800 0.07 -0.70 0.34
H 2.79305 -2.25958 0.72480 -0.20 0.33 0.26
```
Forces are in eV/Å.

- gap between HOMO and LUMO (alpha / beta) (eV) = 7.16 / 7.16
- relative energy (zero: lowest compared OMol25 entry of this formula, charge and spin) (kcal per mole) = 203.0
- LUMO energy (alpha / beta) (eV) = 0.05 / 0.05
- HOMO level (alpha / beta) (eV) = -7.1104 / -7.1120

Here is a structure of composition C24H48LaNO2P2Si2 at a distorted geometry from OMol25. Energies are from ωB97M-V/def2-TZVPD.

Structure (XYZ):
```
80
Properties=species:S:1:pos:R:3:forces:R:3
C -0.07738 3.49613 -2.77327 0.42 0.66 -0.56
C -0.25462 2.18152 -2.26798 -0.86 -1.71 0.87
N 0.71039 1.65607 -1.36713 -1.00 0.24 -0.74
C 1.69157 2.45525 -0.92141 -0.71 1.11 -0.85
C 1.82728 3.75906 -1.35903 0.45 -0.13 0.43
C 0.94719 4.28687 -2.31795 -0.64 -0.52 -0.19
C -1.44283 1.45605 -2.58642 0.89 0.43 -0.15
P -2.04343 -0.09937 -1.90535 -0.17 1.92 -1.48
La 0.19254 -0.49255 -0.15069 -0.84 -0.82 1.10
P 2.98438 0.14161 0.19416 0.02 0.45 -0.48
C 2.60932 1.96271 0.13000 1.07 -0.66 0.94
C 0.37967 -3.07661 -1.20850 -1.00 1.00 -0.55
C -0.77047 -3.65996 -0.60265 -0.89 -0.97 1.23
C -0.58674 -4.83598 0.13340 0.56 0.32 -0.59
C 0.69239 -5.43744 0.21702 -1.48 -0.72 1.03
C 1.78813 -4.78062 -0.31605 0.67 0.88 -1.01
C 1.66653 -3.61106 -1.02086 0.71 -0.90 -0.05
O -0.22661 0.85116 -6.77316 2.36 0.02 1.90
O 2.07672 -1.39017 -3.32310 1.05 -0.07 0.34
H -0.77927 3.83598 -3.54401 0.27 -0.02 0.46
H 2.59695 4.36663 -0.91353 0.18 0.14 -0.06
H 1.05608 5.31278 -2.66276 0.01 -0.20 0.01
C -3.69871 0.35254 -1.24328 -0.59 -0.33 0.20
C -2.49338 -1.03687 -3.40327 -0.24 -0.57 0.01
H 3.58854 2.41149 0.00392 0.21 0.43 -0.04
H 2.28781 2.25215 1.13812 -0.26 -0.04 -0.16
H -0.71337 1.03531 -7.53261 -1.32 0.49 -2.04
H -2.05877 1.91281 -3.39251 0.33 -0.32 0.68
C 3.86441 -0.03478 1.77230 0.20 0.02 0.13
C 4.35067 0.05211 -1.00881 0.42 -0.20 -0.06
H -1.77688 -3.24811 -0.70588 0.33 -0.09 -0.21
H -1.42652 -5.35038 0.58852 -0.07 0.24 0.00
H 0.82246 -6.38397 0.75650 -0.12 0.48 -0.28
H 2.75236 -5.23138 -0.26209 0.65 -0.17 0.26
H 2.51883 -3.07283 -1.41120 0.12 -0.13 -0.13
H 0.73589 -1.91992 -1.85161 2.94 2.77 1.29
H 1.54592 -1.01760 -4.02214 -0.30 0.47 -0.43
H 2.56658 -0.65082 -2.90839 -0.61 -0.41 -0.37
H 0.63434 1.31387 -6.90051 -1.04 -0.53 0.17
H 0.08938 -2.33839 -2.10843 -2.17 -3.02 -1.51
H -4.42321 0.40686 -2.08370 0.36 0.13 0.53
H -4.03564 -0.44107 -0.54986 -0.04 0.37 -0.24
H -3.66937 1.31736 -0.69898 0.09 -0.59 -0.37
H -3.42038 -0.64190 -3.83849 0.25 -0.04 0.01
H -1.68701 -0.98567 -4.14140 -0.12 0.03 0.20
H -2.65797 -2.08253 -3.12175 -0.08 0.01 -0.22
H 5.23356 0.52462 -0.56346 0.00 -0.03 -0.19
H 4.58944 -0.99243 -1.24574 -0.04 0.23 0.02
H 4.10882 0.58452 -1.93680 -0.07 -0.10 0.20
H 4.81341 0.50218 1.72166 0.03 -0.01 0.16
H 3.26461 0.36444 2.59311 -0.01 -0.06 -0.07
H 4.05522 -1.09623 1.96482 0.02 0.19 -0.03
C -2.19440 -1.86139 2.33908 -0.21 -0.16 0.16
Si -0.67525 -0.96168 3.02559 0.04 1.24 -1.45
C -0.91607 -0.67476 4.82524 -0.02 -0.29 1.01
C 0.76907 -2.14869 2.73884 0.18 -0.25 0.38
C -0.32604 0.61434 2.03758 0.75 -0.30 1.42
Si -1.45209 2.03844 2.32307 -0.05 0.06 -0.13
C -0.92901 2.98288 3.86601 -0.07 0.38 0.28
C -1.44569 3.27742 0.89928 -0.07 0.26 0.07
C -3.27310 1.55639 2.53079 -0.19 0.00 0.13
H -2.64612 -2.38530 3.19664 -0.06 0.03 -0.29
H -1.95598 -2.63181 1.58932 0.01 0.24 0.21
H -2.95918 -1.19296 1.92059 0.17 -0.09 0.15
H -1.13096 -1.61878 5.33575 0.00 -0.05 0.04
H -0.02272 -0.26419 5.30137 0.06 0.06 -0.09
H -1.74019 -0.00135 5.06864 -0.02 0.04 -0.21
H 0.66226 -2.85088 1.89495 -0.02 0.17 0.14
H 1.74862 -1.65196 2.66928 -0.23 -0.11 0.07
H 0.78292 -2.76750 3.65173 0.22 -0.06 -0.33
H 0.70517 0.96587 2.39663 -0.94 -0.31 -0.32
H 0.12289 3.29984 3.79667 -0.21 -0.11 -0.01
H -1.53093 3.89773 3.98778 0.13 -0.19 -0.01
H -1.03929 2.39700 4.79058 0.05 0.06 -0.27
H -1.83280 2.85885 -0.03999 0.12 0.01 0.14
H -2.08181 4.14070 1.15731 0.16 -0.19 -0.07
H -0.43619 3.66414 0.70210 -0.13 -0.07 -0.03
H -3.68181 1.06501 1.63447 0.12 0.09 0.25
H -3.45203 0.89776 3.39517 0.05 0.12 -0.25
H -3.86809 2.47138 2.69674 0.20 -0.26 -0.07
```
Forces are in eV/Å.

- gap between HOMO and LUMO (alpha / beta) (eV) = 4.80 / 4.87
- LUMO energy (alpha / beta) (eV) = 0.16 / 0.31
- HOMO level (alpha / beta) (eV) = -4.6453 / -4.5686

Here is a cluster of 2 separate species, C24H25BCl3NO in total at a distorted geometry from OMol25. Energies are from ωB97M-V/def2-TZVPD.

Structure (XYZ):
```
55
Properties=species:S:1:pos:R:3:forces:R:3
Cl 3.59942 -3.75190 4.88288 -0.36 0.27 0.07
B 2.67855 -2.16628 4.90886 1.37 0.52 -0.11
Cl 3.04456 -1.15741 6.45296 -0.30 -0.30 -0.54
Cl 3.04288 -1.16182 3.35106 -0.34 -0.27 0.59
O 1.20510 -2.49790 4.91126 -1.82 1.24 -0.09
C 0.29254 -1.60484 4.89379 0.95 -1.41 0.25
C -1.09131 -1.99245 4.91688 -0.62 -0.25 0.02
C -2.05512 -0.96275 4.92485 0.48 -0.30 -0.04
C -3.40691 -1.26965 4.94003 -0.30 -0.07 0.01
C -3.82989 -2.60653 4.95462 0.67 0.28 -0.02
C -2.87345 -3.63354 4.95829 0.07 -0.09 0.00
C -1.51339 -3.34846 4.94349 0.02 0.50 -0.04
H 0.54841 -0.53456 4.89609 0.19 -0.38 -0.07
H -1.68059 0.06083 4.91797 -0.35 -0.12 -0.02
H -4.14381 -0.46837 4.93831 0.17 -0.19 0.01
H -4.89372 -2.84471 4.96253 0.31 0.06 0.00
H -3.19675 -4.67434 4.97074 0.07 0.28 0.01
H -0.76663 -4.14218 4.95237 -0.21 0.21 -0.02
C -0.96146 4.14802 -4.98701 0.03 -0.17 0.17
C -1.76594 3.96569 -3.85450 0.19 -0.11 0.01
C -1.45448 2.97040 -2.92376 0.11 0.10 -0.35
C -0.34936 2.13938 -3.12744 0.16 -0.26 0.30
C -0.02601 1.05576 -2.10245 -0.08 0.15 -0.08
C 0.99479 1.50594 -1.06201 -0.30 0.18 -0.06
C 0.84328 1.10010 0.26828 0.17 0.26 0.01
C 1.76050 1.51099 1.23611 0.08 0.07 -0.19
C 2.84858 2.31707 0.88037 -0.17 -0.11 -0.13
C 3.00281 2.71391 -0.45076 -0.20 -0.13 -0.06
C 2.07617 2.31449 -1.42026 0.13 -0.05 0.42
C 0.47258 -0.24394 -2.76276 0.66 0.52 -0.70
C -0.47830 -0.80551 -3.83999 -0.06 0.05 0.51
C -0.33494 -2.33009 -3.72264 0.55 0.06 -0.23
C 0.16471 -2.57862 -2.28938 -0.53 -0.41 0.23
N 0.62406 -1.29788 -1.81591 -0.19 -0.24 0.82
C 0.45800 2.32268 -4.25150 -0.19 0.43 -0.28
C 0.15416 3.32862 -5.17866 -0.01 -0.19 0.29
H -1.19962 4.92536 -5.71538 0.05 -0.23 0.24
H -2.63565 4.60159 -3.68712 0.23 -0.13 -0.09
H -2.06483 2.82694 -2.02681 0.15 0.08 -0.34
H -0.96299 0.80881 -1.57812 0.24 -0.01 -0.08
H -0.01187 0.47473 0.54088 0.30 0.19 -0.08
H 1.62313 1.19403 2.26774 0.13 0.08 -0.18
H 3.56945 2.63031 1.63758 -0.22 -0.09 -0.23
H 3.83640 3.34821 -0.75062 -0.15 -0.15 0.15
H 2.18227 2.64822 -2.45415 0.03 -0.06 0.38
H 1.45896 -0.00877 -3.22253 -0.35 -0.01 -0.03
H -1.50850 -0.50373 -3.60776 0.17 0.03 -0.07
H -0.21715 -0.41021 -4.82402 -0.17 -0.14 0.08
H -1.27045 -2.84922 -3.93535 0.13 -0.02 -0.02
H 0.42744 -2.67877 -4.42747 -0.18 -0.02 0.00
H -0.67941 -2.92029 -1.67034 0.15 -0.14 -0.04
H 0.93933 -3.35677 -2.23590 -0.12 0.14 -0.12
H 1.37619 -1.26120 -1.14180 -0.09 0.01 -0.37
H 1.33952 1.69119 -4.40116 -0.39 0.26 -0.03
H 0.80875 3.45947 -6.04034 -0.24 0.05 0.15
```
Forces are in eV/Å.

- gap between HOMO and LUMO (eV) = 5.88
- relative energy (zero: lowest compared OMol25 entry of this formula, charge and spin) (kcal per mole) = 0.0
- LUMO energy (eV) = -2.17
- HOMO level (eV) = -8.0500

Here is the molecule C2HFN2O2 at a distorted geometry from OMol25. Energies are from ωB97M-V/def2-TZVPD.

Structure (XYZ):
```
8
Properties=species:S:1:pos:R:3:forces:R:3
C 0.27939 0.60594 -0.54879 -0.36 -7.48 -1.63
C -0.03208 -1.16781 -0.46101 0.36 7.38 0.53
N -0.59400 -1.25757 0.64392 -0.83 -2.42 0.78
N -0.02269 1.00718 0.59097 -0.38 -1.19 -0.54
O 0.03892 2.06404 1.09286 -0.26 2.32 2.38
O -0.68398 -0.17314 1.37129 0.49 1.07 -0.09
F 0.06390 -2.00153 -1.41741 0.20 -1.03 -0.58
H 0.95054 0.92289 -1.27183 0.77 1.34 -0.84
```
Forces are in eV/Å.

- gap between HOMO and LUMO (eV) = 10.84
- SMILES = [O-][n+]1cc(F)no1
- relative energy (zero: lowest compared OMol25 entry of this formula, charge and spin) (kcal per mole) = 152.5
- LUMO energy (eV) = 0.66
- HOMO level (eV) = -10.1784

Here is a cluster of 2 separate species, C3H5O2S in total at a distorted geometry from OMol25. Energies are from ωB97M-V/def2-TZVPD.

Structure (XYZ):
```
11
Properties=species:S:1:pos:R:3:forces:R:3
C 0.37576 0.09141 1.29635 -4.49 -2.26 -0.60
C -1.13224 0.58645 1.21649 1.68 -0.39 0.15
C -0.66073 -0.47149 0.28502 0.70 1.11 1.31
O 2.33560 -0.00850 -2.46945 -1.15 0.09 0.12
O 0.43491 -1.03873 -3.72034 0.04 0.63 0.75
S 0.84465 -0.00918 -2.70259 0.85 -0.68 -0.51
H 1.05889 0.68049 0.82948 2.05 1.77 -0.80
H 0.64324 -0.52861 2.10904 0.50 -0.52 0.69
H -1.84514 0.60609 2.05911 0.42 -0.76 -0.41
H -0.99902 1.55395 0.83934 -0.57 1.56 -0.78
H -1.05591 -1.46189 0.25756 -0.01 -0.55 0.08
```
Forces are in eV/Å.

- gap between HOMO and LUMO (alpha / beta) (eV) = 5.30 / 8.21
- relative energy (zero: lowest compared OMol25 entry of this formula, charge and spin) (kcal per mole) = 106.8
- LUMO energy (alpha / beta) (eV) = 3.65 / 4.01
- HOMO level (alpha / beta) (eV) = -1.6472 / -4.1933
- charge = -1

Here is a cluster of 2 separate species, C4H9N4S in total at a distorted geometry from OMol25. Energies are from ωB97M-V/def2-TZVPD.

Structure (XYZ):
```
18
Properties=species:S:1:pos:R:3:forces:R:3
C -2.40378 -1.19556 0.11737 0.16 0.15 -0.08
C -2.25752 -0.30951 1.16457 0.20 -0.16 -0.35
C -1.39932 -0.89496 -0.79524 -0.37 -0.10 0.35
C 0.40164 0.77336 -0.84287 1.37 0.02 -0.24
N -1.19582 0.47405 0.88782 -0.28 0.01 0.43
N -0.67951 0.13355 -0.30497 -0.50 -0.25 0.11
N 2.24320 -1.00625 -0.54053 -0.74 0.20 -1.00
N 1.03618 1.70047 -0.08107 -0.36 0.15 -0.04
S 2.95821 -0.32630 0.71142 0.87 -0.09 0.54
H -3.14034 -1.96569 0.02058 -0.15 -0.12 -0.01
H -2.82580 -0.19551 2.06443 -0.04 0.10 0.22
H -1.16471 -1.35415 -1.73354 0.19 0.01 -0.21
H 0.56910 0.63897 -1.89782 -0.11 0.06 0.00
H 1.65228 -1.77955 -0.25390 -0.04 -0.12 0.35
H 1.64282 2.30407 -0.62221 -0.10 0.01 0.06
H 1.57963 1.30597 0.72284 -0.16 0.13 -0.22
H -0.85954 1.28628 1.38635 0.13 0.05 -0.19
H 3.84328 0.41080 -0.00322 -0.07 -0.06 0.27
```
Forces are in eV/Å.

- gap between HOMO and LUMO (alpha / beta) (eV) = 6.99 / 7.51
- relative energy (zero: lowest compared OMol25 entry of this formula, charge and spin) (kcal per mole) = 93.0
- LUMO energy (alpha / beta) (eV) = -4.37 / -4.50
- HOMO level (alpha / beta) (eV) = -11.3653 / -12.0087
- charge = +1

The calculation returns the following E values, one per record and in order: -8860.4116 -66439.2353 -67078.5386 -11876.0253 -18119.3975 -21079.7255 eV.